# C25H30N10OS2Ti

A molecular structure, C25H30N10OS2Ti at a distorted geometry (ωB97M-V/def2-TZVPD, the OMol25 dataset).

Properties
LUMO energy (spin up / spin down) ... -6.560 / -7.085 eV
HOMO (spin up / spin down) ... -13.37 / -13.43 eV
Orbital gap (spin up / spin down) ... 6.82 / 6.34 eV
2S+1 ... 3
Energy relative to the best compared isomer or geometry (same formula, charge and spin) ... 50.22 kJ/mol
Calculated total energy ... -3238.86699 Eh
Total charge ... +2

Each line ends with the Löwdin charge.
Positions of all 69 atoms, in Å:
C  1.074  -6.308  0.023  -0.037
C  0.935  -3.948  0.123  -0.119
N  1.139  -3.982  -4.325  0.114
C  2.821  -0.724  0.320  -0.296
S  -2.523  -0.119  -0.651  0.940
H  -0.337  2.535  1.147  0.090
N  1.953  0.202  0.815  -0.006
N  -1.036  1.719  -2.647  -0.086
H  1.636  -7.213  -0.165  0.117
C  1.688  -5.071  -0.149  0.013
C  -0.999  -5.267  0.735  0.020
C  3.766  1.744  1.141  -0.026
H  -0.049  1.424  3.180  0.112
Ti  -0.049  0.067  0.234  0.883
C  4.177  -0.406  0.182  0.023
H  -2.623  -1.024  -2.772  0.030
C  -2.148  1.049  -3.295  -0.225
C  -1.280  3.015  -2.032  -0.184
N  2.476  -2.028  -0.023  0.200
H  1.744  2.077  1.693  0.102
C  1.302  -2.521  0.134  -0.295
H  4.100  2.707  1.498  0.124
H  0.590  3.109  -0.939  0.118
H  -2.341  3.111  -1.804  0.108
H  -0.259  1.795  -3.288  0.114
C  -0.248  -6.404  0.455  -0.034
N  0.174  -1.809  0.511  -0.030
H  2.310  -1.063  -3.780  0.073
H  2.717  -4.991  -0.474  0.125
H  -4.062  1.140  0.641  0.090
H  -0.670  4.220  -0.386  0.133
C  -1.858  0.891  4.168  -0.037
H  -2.617  3.389  0.553  0.136
H  0.344  -4.559  -4.112  0.104
N  -0.944  -0.185  2.226  0.012
H  -2.371  2.158  1.769  0.096
N  -1.846  -2.364  1.622  0.181
H  -2.025  -5.333  1.073  0.128
N  0.728  0.180  -1.457  -0.157
H  -1.767  0.531  -4.172  0.120
H  -3.696  -1.803  3.248  0.132
C  -2.936  -1.034  3.247  0.024
H  -0.690  -7.382  0.593  0.118
C  -2.931  -0.009  4.160  -0.010
H  4.823  -1.168  -0.229  0.130
H  -3.720  1.902  -0.899  0.080
C  -0.382  -4.046  0.566  -0.097
S  -0.078  -2.185  -2.828  0.699
C  -0.480  3.207  -0.749  -0.156
H  5.695  1.072  0.445  0.129
H  -3.948  0.094  -2.490  0.089
H  -1.034  3.842  -2.704  0.139
C  -0.909  0.762  3.195  -0.142
H  -3.723  0.076  4.893  0.128
C  1.176  -2.743  -3.836  -0.875
H  1.829  -4.335  -4.968  0.122
C  4.650  0.822  0.571  -0.006
C  -2.867  -0.020  -2.427  -0.398
H  -1.772  1.666  4.917  0.125
C  -3.260  1.423  -0.038  -0.370
C  -2.294  2.357  0.705  -0.215
C  -1.900  -1.152  2.313  -0.320
C  -0.827  -2.682  0.913  -0.269
O  1.623  0.507  -2.112  0.056
N  -0.857  2.228  0.325  -0.138
H  -2.894  1.768  -3.647  0.124
H  2.966  -2.319  -4.760  0.122
C  2.451  1.394  1.239  -0.114
N  2.216  -1.974  -4.185  0.122

Cartesian forces (eV/Å) of the 6 atoms listed first:
-0.04 0.00 0.02
0.05 0.12 -0.09
0.03 -0.06 -0.02
-0.15 -0.38 0.07
-0.06 0.04 -0.01
-0.11 0.15 0.03